[1]
ORCA calculation (ωB97M-V/def2-TZVPD) on a molecular structure, C33H33BrLuN9O2S.

```
80
Properties=species:S:1:pos:R:3
Lu 0.635 -0.475 -0.823
O -0.129 5.276 -0.434
C -0.574 4.762 -1.626
C -1.189 5.665 -2.487
C -1.704 5.225 -3.690
C -1.606 3.883 -4.050
C -1.000 2.995 -3.184
C -0.479 3.415 -1.961
C 0.100 2.402 -1.016
O 0.679 1.296 -1.643
N -1.004 1.903 -0.162
N -0.645 0.832 0.627
C -1.223 0.604 1.743
C -1.053 -0.658 2.451
Br -0.378 -2.122 1.425
C -1.410 -0.913 3.715
C -1.884 0.076 4.691
C -2.888 -0.300 5.583
C -3.375 0.611 6.504
C -2.845 1.894 6.557
C -1.823 2.265 5.697
C -1.340 1.359 4.765
H 0.571 4.730 -0.064
H -1.243 6.704 -2.196
H -2.177 5.932 -4.358
H -1.994 3.543 -5.000
H -0.904 1.951 -3.458
H 0.877 2.856 -0.376
H -1.523 2.633 0.322
H -1.908 1.328 2.183
H -1.356 -1.941 4.055
H -3.294 -1.303 5.550
H -4.162 0.318 7.185
H -3.217 2.599 7.288
H -1.390 3.254 5.759
H -0.503 1.635 4.135
N 4.872 -0.366 0.714
C 4.999 -0.454 2.131
C 6.232 -0.741 2.685
C 6.356 -0.843 4.064
C 5.246 -0.674 4.875
C 4.007 -0.405 4.308
C 3.884 -0.281 2.933
S 2.313 0.139 2.261
N 2.526 -0.205 0.588
C 3.700 -0.340 0.057
C 3.771 -0.439 -1.440
C 4.873 -0.002 -2.150
C 4.838 -0.067 -3.540
C 3.707 -0.559 -4.164
C 2.640 -0.955 -3.374
N 2.663 -0.896 -2.042
H 5.691 -0.599 0.178
H 7.096 -0.881 2.049
H 7.322 -1.059 4.499
H 5.339 -0.756 5.948
H 3.138 -0.283 4.943
H 5.731 0.419 -1.647
H 5.683 0.276 -4.120
H 3.635 -0.627 -5.239
H 1.729 -1.330 -3.824
C -5.153 -3.171 -2.465
C -4.219 -4.084 -3.250
C -3.545 -5.112 -2.351
C -3.205 -3.306 -4.081
N -2.288 -2.493 -3.241
C -2.469 -1.298 -2.674
N -1.384 -1.002 -1.996
N -0.567 -2.059 -2.155
N -1.086 -2.954 -2.907
H -5.963 -3.749 -2.023
H -5.609 -2.402 -3.092
H -4.635 -2.682 -1.634
H -4.814 -4.607 -4.005
H -2.898 -4.629 -1.614
H -2.936 -5.815 -2.919
H -4.289 -5.682 -1.796
H -3.672 -2.604 -4.772
H -2.543 -3.965 -4.641
H -3.353 -0.694 -2.783
```

Calculated values
**Net charge**: +2
**Energy above the lowest of the compared OMol25 structures with the same formula, charge and spin**: 0.0 kJ/mol
**E_HOMO**: -12.65 eV
**Lowest unoccupied orbital energy**: -0.2033 Eh

Mulliken population analysis, charges in e, atoms 1 to 2: 1.33, -0.60



[2]
ORCA calculation (ωB97M-V/def2-TZVPD) on a molecular structure, C12H20Br2F6FeN5PSSb.

```
49
Properties=species:S:1:pos:R:3
Fe 1.335 -1.840 1.054
Br 0.740 -3.312 3.151
C 2.238 -4.454 2.679
Br 2.649 -4.169 0.807
H 1.956 -5.487 2.838
H 3.091 -4.152 3.274
C 1.968 3.302 -1.101
N 0.932 3.488 0.021
C -0.425 3.755 -0.621
N -0.760 2.709 -1.525
C 0.244 2.594 -2.580
N 1.546 2.290 -2.001
C 1.626 0.945 -1.461
P 0.450 0.716 -0.019
C 0.889 2.287 0.908
C -1.058 1.439 -0.885
H 2.918 3.042 -0.637
H 2.054 4.258 -1.619
H 1.205 4.296 0.583
H -0.356 4.705 -1.152
H -1.169 3.832 0.171
H 0.300 3.534 -3.130
H -0.041 1.803 -3.271
H 2.646 0.732 -1.145
H 1.354 0.221 -2.232
H 1.857 2.176 1.386
H 0.148 2.442 1.693
H -1.857 1.574 -0.153
H -1.399 0.723 -1.631
C -5.149 -3.530 0.673
C -4.226 -2.787 -0.230
C -4.669 -1.958 -1.270
C -3.700 -1.275 -1.986
N -2.403 -1.384 -1.721
C -2.077 -2.205 -0.738
S -0.379 -2.471 -0.442
N -2.921 -2.894 -0.002
H -6.152 -3.607 0.261
H -5.208 -3.001 1.626
H -4.752 -4.522 0.880
H -5.718 -1.842 -1.496
H -3.963 -0.625 -2.813
F 1.942 0.004 2.252
Sb 3.956 -0.137 2.065
F 5.675 -0.787 1.887
F 3.434 -1.844 2.766
F 3.271 -0.970 0.376
F 4.034 0.975 3.551
F 3.924 1.412 0.960
```

Calculated values
**Net charge**: +2
**2S+1**: 6
**E_HOMO (alpha / beta)**: -14.98 / -14.95 eV
**Lowest unoccupied orbital energy (alpha / beta)**: -0.2278 / -0.3427 Eh

Mulliken population analysis, charges in e, atoms 1 to 2: 0.75, -0.02



[3]
ORCA calculation (ωB97M-V/def2-TZVPD) on 5 unconnected molecules or ions with the total composition C42H64Br3N6O13P3S.

```
132
Properties=species:S:1:pos:R:3
C -0.393 1.421 4.224
C -0.851 1.326 2.661
C -1.722 -0.007 2.366
C -2.191 0.077 0.847
C -1.421 -0.619 -0.299
C -1.887 -0.475 -1.800
C -3.166 0.347 -2.084
P -3.819 0.567 -3.861
O -2.657 1.333 -4.862
O -4.379 -0.915 -4.516
C -3.982 1.022 -0.913
C -5.299 1.792 -1.339
Br -5.518 3.743 -1.508
C -6.442 0.997 -1.670
C -7.848 1.575 -2.142
Br -6.273 -0.991 -1.548
C -3.497 0.916 0.552
N -4.166 1.545 1.704
C -4.302 3.001 1.585
C -3.130 3.927 0.980
O -5.383 3.561 1.941
C -5.426 0.866 2.097
C -5.486 0.217 3.584
O -6.468 0.777 1.416
C -1.005 -1.201 -2.940
O -1.607 -1.739 -3.895
C 0.564 -1.196 -2.697
C 1.629 -1.069 -3.848
Br 0.927 -0.903 -5.677
C 3.149 -1.102 -3.597
P 4.523 -0.997 -4.864
N 5.215 -2.462 -4.914
O 5.641 0.231 -4.405
O 4.050 -0.630 -6.451
C 3.601 -1.281 -2.094
P 5.461 -1.391 -1.650
S 6.130 0.243 -0.801
C 2.566 -1.409 -0.912
C 3.133 -1.621 0.580
C 3.469 -0.246 1.356
C 2.490 -0.155 2.649
C 2.831 -1.236 3.784
C 2.392 -0.779 5.271
O 3.009 0.472 5.654
C 2.169 1.253 6.538
C 1.024 -1.370 -1.198
C -0.106 -1.534 -0.082
O -0.066 -2.320 0.893
H -0.929 2.261 4.786
H 0.729 1.688 4.190
H -0.507 0.410 4.764
H -1.495 2.267 2.479
H 0.064 1.433 1.990
H -1.193 -0.974 2.654
H -2.636 0.074 3.070
H -3.013 2.180 -5.229
H -4.250 -0.849 -5.488
H -8.393 1.957 -1.216
H -8.475 0.687 -2.535
H -7.793 2.325 -2.998
H -2.557 3.413 0.122
H -2.440 4.360 1.785
H -3.661 4.826 0.483
H -4.622 -0.518 3.688
H -5.408 1.121 4.296
H -6.515 -0.284 3.704
H 5.176 -2.844 -5.869
H 5.349 0.650 -3.556
H 4.591 0.133 -6.760
H 5.679 -2.514 -0.759
H 6.284 -1.627 -2.798
H 4.096 -2.262 0.593
H 2.392 -2.200 1.250
H 3.368 0.675 0.669
H 4.535 -0.331 1.796
H 2.568 0.905 3.062
H 1.420 -0.368 2.265
H 3.918 -1.616 3.762
H 2.185 -2.171 3.555
H 2.806 -1.589 5.984
H 1.243 -0.766 5.293
H 1.176 0.760 6.808
H 2.701 1.481 7.538
H 1.990 2.279 6.033
C -6.506 -5.068 -1.922
N -7.796 -4.556 -2.329
C -9.007 -4.751 -1.738
C -9.061 -5.602 -0.498
O -10.009 -4.239 -2.218
H -5.844 -4.218 -1.740
H -6.102 -5.664 -2.743
H -6.566 -5.681 -1.025
H -7.843 -3.975 -3.154
H -10.091 -5.663 -0.147
H -8.712 -6.613 -0.720
H -8.452 -5.156 0.292
C -3.473 8.813 1.573
N -2.973 7.487 1.866
C -2.281 7.068 2.958
C -1.972 8.078 4.029
O -1.929 5.897 3.048
H -4.557 8.751 1.451
H -3.028 9.148 0.634
H -3.238 9.526 2.361
H -3.141 6.753 1.193
H -1.417 7.594 4.833
H -1.356 8.883 3.621
H -2.898 8.483 4.444
C 3.309 -5.524 -5.537
N 4.326 -5.888 -4.578
C 4.969 -7.080 -4.441
C 4.608 -8.192 -5.389
O 5.813 -7.220 -3.565
H 3.677 -4.672 -6.112
H 2.415 -5.223 -4.985
H 3.060 -6.340 -6.212
H 4.623 -5.193 -3.906
H 5.204 -9.074 -5.154
H 3.552 -8.450 -5.281
H 4.823 -7.894 -6.417
C 10.476 2.227 0.789
N 9.161 1.761 1.172
C 8.518 1.925 2.361
C 9.229 2.684 3.450
O 7.397 1.461 2.518
H 10.369 2.878 -0.082
H 11.080 1.360 0.512
H 10.970 2.772 1.590
H 8.619 1.242 0.493
H 8.590 2.730 4.333
H 10.156 2.174 3.721
H 9.439 3.705 3.122
```

Calculated values
**Net charge**: 0
**Structure (SMILES)**: CCCc1c2c(c(P(O)O)c(/C(Br)=C(/C)Br)c1N(C(C)=O)C(C)=O)C(=O)c1c(Br)c(P(=N)(O)O)c([PH2]=S)c(CCCCCOC)c1C2=O.CNC(C)=O.CNC(C)=O.CNC(C)=O.CNC(C)=O
**E_HOMO**: -7.85 eV
**Lowest unoccupied orbital energy**: -0.0748 Eh

Mulliken population analysis, charges in e, atoms 1 to 2: -0.75, 0.48



[4]
ORCA calculation (ωB97M-V/def2-TZVPD) on a molecular structure, C5H13N2S.

```
21
Properties=species:S:1:pos:R:3
C -2.041 -0.548 1.492
N -1.375 -1.214 0.352
C 0.122 -0.204 -0.007
C 1.576 -0.535 -0.468
S 2.780 0.784 -0.145
C -0.516 0.605 -1.135
N 0.368 1.671 -1.753
C -3.388 -1.324 1.706
H -1.737 -0.394 2.489
H -2.333 0.449 1.138
H -0.202 -1.326 0.376
H 0.199 0.242 0.965
H 1.918 -1.446 0.045
H 1.497 -0.774 -1.547
H -1.430 1.059 -0.840
H -0.731 -0.172 -1.906
H 0.629 1.456 -2.676
H 1.226 1.869 -1.202
H -3.918 -1.952 0.989
H -3.034 -2.066 2.431
H -4.031 -0.664 2.338
```

Calculated values
**Net charge**: -1
**Energy above the lowest of the compared OMol25 structures with the same formula, charge and spin**: 462.0 kJ/mol
**E_HOMO**: -2.99 eV
**Lowest unoccupied orbital energy**: 0.1328 Eh

Mulliken population analysis, charges in e, atoms 1 to 2: -0.24, -0.68



[5]
ORCA calculation (ωB97M-V/def2-TZVPD) on a molecular structure, C70H66IO26P3S.

```
167
Properties=species:S:1:pos:R:3
C 3.394 -4.358 1.186
C 2.263 -4.473 0.736
C 0.814 -4.417 0.145
C 0.820 -4.445 -1.448
C -0.404 -5.300 -2.048
I -0.179 -5.623 -4.232
C -0.465 -6.762 -1.434
P -1.404 -8.057 -2.369
O -1.838 -9.072 -1.342
O -0.465 -8.942 -3.453
O -2.800 -7.536 -3.115
C -1.817 -4.502 -1.943
P -2.710 -4.697 -0.309
C -4.542 -4.439 -0.766
C -2.369 -3.347 0.939
C -1.863 -3.915 2.357
S -1.509 -2.809 -2.568
O -2.057 -1.738 -1.709
O -2.268 -2.692 -3.834
O 0.041 -2.482 -2.978
C 1.085 -3.062 -2.147
C 2.357 -3.229 -3.119
C 3.747 -3.203 -2.359
C 4.771 -4.221 -3.043
C 4.303 -5.737 -2.851
C 6.207 -4.145 -2.330
P 1.659 -1.658 -0.955
O 0.342 -1.080 -0.068
O 2.187 -0.395 -1.941
H 4.474 -4.143 1.322
H 0.295 -5.307 0.607
H 0.332 -3.512 0.595
H 1.716 -5.097 -1.697
H 0.612 -7.120 -1.364
H -0.842 -6.784 -0.368
H -0.761 -8.622 -4.339
H -3.522 -7.479 -2.455
H -2.464 -5.021 -2.717
H -4.864 -3.370 -0.664
H -5.121 -5.116 -0.067
H -4.693 -4.863 -1.797
H -3.330 -2.792 1.157
H -1.618 -2.572 0.638
H -2.706 -4.253 3.012
H -1.044 -4.670 2.235
H -1.383 -3.023 2.869
H 2.324 -2.307 -3.777
H 2.317 -4.162 -3.733
H 4.168 -2.165 -2.436
H 3.714 -3.504 -1.279
H 4.885 -3.947 -4.126
H 3.420 -5.967 -3.530
H 3.927 -5.915 -1.802
H 5.105 -6.472 -3.126
H 6.339 -3.201 -1.732
H 6.282 -5.005 -1.596
H 7.050 -4.307 -3.061
H 0.035 -0.257 -0.505
H 3.130 -0.235 -1.687
C 3.006 2.632 2.273
C 2.920 1.649 1.380
C 4.090 1.245 0.570
O 4.009 0.349 -0.248
C 5.360 1.972 0.792
C 5.446 2.956 1.685
C 4.274 3.360 2.494
O 4.349 4.258 3.309
H 2.160 2.943 2.873
H 2.001 1.105 1.204
H 6.206 1.661 0.190
H 6.366 3.500 1.859
C 8.807 -5.749 1.136
C 9.359 -6.785 1.766
C 8.589 -7.588 2.743
O 9.092 -8.531 3.319
C 7.183 -7.197 2.991
C 6.631 -6.161 2.361
C 7.401 -5.358 1.384
O 6.899 -4.413 0.805
H 9.354 -5.150 0.419
H 10.385 -7.085 1.595
H 6.635 -7.795 3.708
H 5.605 -5.861 2.532
C -3.671 -8.757 -5.787
C -4.648 -9.622 -5.518
C -5.297 -10.402 -6.594
O -6.191 -11.192 -6.353
C -4.819 -10.187 -7.979
C -3.843 -9.322 -8.247
C -3.194 -8.541 -7.169
O -2.299 -7.752 -7.412
H -3.186 -8.176 -5.012
H -5.006 -9.792 -4.515
H -5.306 -10.767 -8.753
H -3.481 -9.151 -9.253
C 3.087 9.079 5.413
C 2.184 8.849 6.364
C 1.628 7.493 6.582
O 0.801 7.284 7.449
C 2.116 6.406 5.705
C 3.020 6.636 4.753
C 3.575 7.991 4.535
O 4.401 8.203 3.668
H 3.504 10.064 5.239
H 1.817 9.633 7.014
H 1.698 5.422 5.879
H 3.384 5.852 4.102
C 0.311 8.289 0.462
C 0.930 7.308 1.115
C 0.226 6.504 2.140
O 0.792 5.610 2.737
C -1.192 6.831 2.409
C -1.812 7.813 1.756
C -1.108 8.617 0.732
O -1.672 9.512 0.133
H 0.810 8.888 -0.290
H 1.967 7.054 0.931
H -1.691 6.233 3.161
H -2.849 8.066 1.941
C -5.791 10.846 -0.346
C -5.171 9.864 0.307
C -5.876 9.060 1.332
O -5.311 8.165 1.931
C -7.294 9.388 1.601
C -7.913 10.369 0.948
C -7.209 11.174 -0.077
O -7.775 12.067 -0.674
H -5.292 11.444 -1.098
H -4.134 9.611 0.122
H -7.793 8.789 2.353
H -8.950 10.623 1.133
C 0.626 13.567 10.213
C 0.326 13.056 9.020
C 1.353 12.384 8.193
O 1.080 11.919 7.103
C 2.725 12.300 8.742
C 3.025 12.811 9.935
C 1.998 13.484 10.763
O 2.270 13.948 11.851
H -0.112 14.063 10.831
H -0.672 13.107 8.603
H 3.463 11.804 8.124
H 4.023 12.759 10.352
C 2.154 5.162 -1.762
C 2.197 6.083 -2.724
C 1.143 6.158 -3.763
O 1.183 6.995 -4.640
C 0.041 5.172 -3.689
C -0.002 4.251 -2.727
C 1.051 4.177 -1.689
O 1.013 3.340 -0.809
H 2.915 5.092 -0.995
H 2.995 6.811 -2.792
H -0.720 5.242 -4.456
H -0.800 3.523 -2.658
C -9.876 -7.512 -3.308
C -8.557 -7.416 -3.466
C -7.827 -8.314 -4.388
O -6.620 -8.225 -4.531
C -8.617 -9.323 -5.128
C -9.937 -9.420 -4.969
C -10.668 -8.522 -4.048
O -11.870 -8.608 -3.904
H -10.426 -6.864 -2.637
H -7.963 -6.683 -2.934
H -8.067 -9.972 -5.798
H -10.530 -10.152 -5.502
```

Calculated values
**Net charge**: 0
**Energy above the lowest of the compared OMol25 structures with the same formula, charge and spin**: 0.0 kJ/mol
**E_HOMO**: -8.07 eV
**Lowest unoccupied orbital energy**: -0.0713 Eh

Mulliken population analysis, charges in e, atoms 1 to 2: 0.82, -2.08



[6]
ORCA calculation (ωB97M-V/def2-TZVPD) on 5 unconnected molecules or ions with the total composition C4H21N2O5.

```
32
Properties=species:S:1:pos:R:3
N -0.358 -1.064 -1.574
C 0.137 0.291 -1.317
C 0.990 0.735 -2.549
O 1.631 -0.386 -3.115
C -1.028 1.411 -1.159
N -0.484 2.317 -0.119
C -1.542 2.743 0.836
H -0.957 -1.253 -2.420
H -1.081 -1.338 -0.831
H 0.393 -1.807 -1.757
H 0.781 0.332 -0.441
H 1.626 1.591 -2.285
H 0.274 1.132 -3.288
H 2.237 -0.911 -2.586
H -1.180 2.066 -1.978
H -1.900 0.861 -0.691
H 0.002 3.101 -0.524
H -1.911 1.795 1.215
H -2.324 3.380 0.337
H -1.080 3.228 1.665
H -1.909 -0.305 3.228
H -3.041 -0.976 2.479
O -2.336 -0.316 2.339
H 2.889 -1.502 1.480
H 3.166 -0.250 0.459
O 2.826 -1.133 0.596
H -1.224 -3.009 1.875
H -1.483 -1.575 1.644
O -0.906 -2.317 1.283
H 1.236 -0.388 2.525
H 0.378 -1.601 3.015
O 1.215 -1.144 3.114
```

Calculated values
**Net charge**: +1
**Energy above the lowest of the compared OMol25 structures with the same formula, charge and spin**: 306.3 kJ/mol
**E_HOMO**: -12.38 eV
**Lowest unoccupied orbital energy**: -0.1140 Eh

Mulliken population analysis, charges in e, atoms 1 to 2: -0.21, 0.20